# 1
Molecular formula: C36H43BBr4InN8O3S
Method: DFT, ωB97M-V/def2-TZVPD

```
! wB97M-V def2-TZVPD RIJCOSX def2/J DEFGRID3
* xyz -1 1
C 0.39 0.49 -3.86
C -3.36 1.94 -3.13
H -3.33 3.00 -3.27
N -2.97 1.42 -1.94
H -3.84 0.86 -5.04
C -2.22 -0.65 1.65
H 2.53 4.50 -2.06
H 5.24 -3.93 2.23
H 2.37 3.51 1.59
H -1.36 -1.96 -4.24
H -5.14 -1.34 -4.81
H 5.45 -1.55 -1.34
H -2.62 -3.86 2.79
H 0.64 5.56 -0.55
C -1.54 -2.76 0.50
H 3.40 -2.56 3.07
H -2.90 -2.41 3.71
C -3.45 1.23 1.72
C -0.37 0.66 5.56
H 6.29 -3.47 0.03
H -0.71 -0.10 6.26
H 3.89 3.36 -1.96
C 1.87 -1.39 -4.36
H -3.52 -0.23 3.42
C -3.59 0.87 -4.00
O 0.97 -1.06 -2.18
C 5.46 -2.83 0.37
H -1.63 -2.49 -2.58
H -0.23 -2.64 5.49
C 1.36 0.22 -6.11
H 2.54 -1.13 5.30
H 3.94 3.48 0.74
H 1.41 -3.32 5.56
C -3.17 0.06 2.43
C -3.27 -0.31 -3.23
H -4.11 2.05 1.90
C 3.34 -1.30 1.31
O -0.30 1.14 -3.00
B -2.80 2.19 -0.61
C 0.76 3.34 -0.54
H -2.38 -2.73 -0.20
H -0.83 2.19 6.99
C 1.05 -0.68 -3.42
N 1.83 -0.56 3.00
N -1.89 0.13 0.59
H 2.37 2.89 -2.71
H -0.07 2.79 5.51
C 3.90 -1.02 0.06
H -2.14 -3.51 -3.94
H -3.83 -2.69 2.21
H 1.42 -0.95 6.64
C -1.22 4.33 -0.72
H -4.53 -2.95 -5.03
C 0.14 4.62 -0.61
C 0.55 0.88 -5.24
C -2.85 -2.80 2.69
H -4.09 -2.29 -2.79
C -4.21 -1.90 -4.88
C 1.10 0.36 3.63
H 2.34 1.92 -0.35
C 4.91 -3.09 1.64
N -2.67 1.25 0.63
N -0.20 2.41 -0.49
N -2.92 0.04 -2.02
In -0.26 0.21 -0.94
C 2.23 3.02 -0.53
C -3.44 -1.79 -3.58
C -2.07 -2.47 -3.60
H -0.86 -2.17 2.44
S 0.63 1.86 2.99
H 2.89 4.81 0.46
N 0.81 0.02 4.92
H 0.83 -2.63 4.08
C 1.45 -1.14 5.56
H 3.45 -0.24 -0.56
Br 1.60 0.84 -7.86
N -1.41 3.00 -0.64
H -2.08 4.93 -1.02
C -1.78 -2.07 1.84
C 4.96 -1.79 -0.39
H -1.09 0.83 4.77
C 2.08 -0.56 1.70
C -0.04 1.97 6.26
O 1.39 -0.07 0.75
H 0.91 1.92 6.78
Br 2.70 -2.95 -3.74
H -0.69 -2.31 -0.03
Br 3.16 -1.95 -6.83
C 0.82 -2.50 5.16
C 2.81 3.44 -1.86
H -1.26 -3.82 0.65
H -3.68 3.01 -0.43
C 2.05 -0.95 -5.65
H -3.67 -1.53 -5.76
Br -0.34 2.51 -5.72
C 2.89 3.72 0.64
C 3.85 -2.33 2.10
*
```

The energy relative to the best compared isomer or geometry (same formula, charge and spin) comes out at 16.93 kJ/mol. The total energy is -12970.8453 Eh. The strongest force on any atom comes out at 0.042 hartree/bohr.

Need the Mulliken charges? In units of e they are:
1. C -0.08
2. C -0.77
3. H 0.49
4. N 1.13
5. H 0.45
6. C -0.41
7. H 0.33
8. H 0.39
9. H 0.19
10. H 0.14
11. H 0.46
12. H 0.40
13. H 0.45
14. H 0.55
15. C -1.45
16. H 0.27
17. H 0.34
18. C -0.83
19. C -0.77
20. H 0.34
21. H 0.61
22. H 0.43
23. C 0.01
24. H 0.51
25. C -0.84
26. O -0.73
27. C -0.55
28. H -0.02
29. H 0.33
30. C 0.30
31. H 0.38
32. H 0.46
33. H 0.41
34. C -0.93
35. C -0.28
36. H 0.50
37. C 0.89
38. O -0.31
39. B -0.60
40. C -0.79
41. H 0.27
42. H 0.42
43. C 0.04
44. N -0.02
45. N 0.52
46. H 0.20
47. H 0.25
48. C -0.25
49. H 0.50
50. H 0.42
51. H 0.47
52. C -0.70
53. H 0.44
54. C -1.24
55. C -0.20
56. C -2.00
57. H 0.18
58. C -1.94
59. C 0.15
60. H -1.51
61. C -0.62
62. N 0.40
63. N 0.76
64. N -0.47
65. In 2.15
66. C 3.31
67. C 1.36
68. C -0.86
69. H -1.01
70. S -0.34
71. H 0.39
72. N 0.34
73. H 0.05
74. C -0.80
75. H 0.42
76. Br -0.21
77. N 0.54
78. H 0.44
79. C 2.73
80. C -0.69
81. H 0.24
82. C -1.23
83. C -1.17
84. O -0.11
85. H 0.27
86. Br -0.19
87. H 0.05
88. Br -0.22
89. C -0.86
90. C -1.51
91. H 0.50
92. H -0.22
93. C 0.14
94. H 0.32
95. Br -0.21
96. C -1.62
97. C -0.47

# 2
Molecular formula: C10H14BrFN2S
Method: DFT, ωB97M-V/def2-TZVPD

```
! wB97M-V def2-TZVPD RIJCOSX def2/J DEFGRID3
* xyz 0 1
H -0.34 -3.97 1.12
C 2.15 1.18 0.42
N -0.17 1.16 0.48
C -0.11 2.61 0.82
H -2.10 2.47 0.71
C 0.72 -0.95 -0.20
N 2.39 2.41 0.47
H -1.50 4.20 0.90
C 0.86 0.46 0.28
H 1.04 -3.75 -0.06
H -0.13 -1.89 -2.00
H 0.10 -0.20 -2.11
H -1.56 3.52 -0.51
H -0.72 -1.71 1.19
C 3.64 0.04 0.53
H 1.71 -1.31 -0.39
C 0.31 -1.96 0.87
H -0.13 2.67 1.98
C -0.16 -0.96 -1.47
H -0.60 -3.49 -0.44
F 1.16 3.52 -1.06
H 1.23 -1.83 1.45
Br 4.88 0.27 -0.80
S 3.55 -0.98 1.77
C 0.08 -3.32 0.31
C 1.15 3.23 0.33
C -1.44 3.26 0.47
H -1.16 -0.63 -1.20
H 1.29 4.15 0.71
*
```

The energy relative to the best compared isomer or geometry (same formula, charge and spin) comes out at 70.98 kJ/mol. The total energy is -3570.8811 Eh. The strongest force on any atom comes out at 0.092 hartree/bohr. As for the SMILES: CC[C@@H](C)C1=N[C@H](C)[C@H](F)N=C1C(=S)Br.

Need the natural (NBO) charges? In units of e they are:
1. H 0.21
2. C 0.29
3. N -0.37
4. C -0.13
5. H 0.24
6. C -0.24
7. N -0.41
8. H 0.21
9. C 0.20
10. H 0.20
11. H 0.21
12. H 0.21
13. H 0.22
14. H 0.21
15. C -0.36
16. H 0.20
17. C -0.41
18. H 0.23
19. C -0.60
20. H 0.21
21. F -0.37
22. H 0.23
23. Br 0.20
24. S 0.12
25. C -0.61
26. C 0.32
27. C -0.60
28. H 0.22
29. H 0.17

# 3
Molecular formula: C26H29N3O5
Method: DFT, ωB97M-V/def2-TZVPD

```
! wB97M-V def2-TZVPD RIJCOSX def2/J DEFGRID3
* xyz 0 1
C -4.84 1.73 -0.10
C -3.98 -2.17 -1.49
C -1.64 -2.24 -0.93
H 5.18 2.74 -0.20
H -5.82 1.52 -0.52
H -4.76 -1.93 -2.19
H 7.75 2.11 -0.82
C 5.07 0.62 0.32
O -0.80 -0.49 2.12
C -0.20 -2.02 -1.30
O -1.20 0.79 -1.96
O 1.70 -3.19 0.20
C -4.29 -2.71 -0.25
C -1.06 1.62 -3.01
H 1.79 1.99 -1.48
H -4.12 1.66 -0.91
C -3.17 0.97 1.66
H -4.49 -0.31 0.53
C -4.51 0.69 0.97
H 7.95 -0.55 -0.25
C -3.46 3.42 1.13
H 2.32 -2.12 2.39
N 3.46 -0.87 1.19
H -1.17 -3.03 1.00
O 2.86 1.28 0.81
C -2.66 -1.93 -1.82
C 0.17 0.07 0.01
C -0.97 0.08 1.06
H 0.54 2.93 -3.69
H -2.17 1.16 -0.18
H -1.88 1.70 -3.69
C -0.05 0.86 -1.24
H -5.02 3.87 -0.28
C 6.99 1.45 -0.44
H -3.46 4.42 1.57
N 0.55 -1.31 -0.27
C 0.82 1.73 -1.83
N -2.08 0.76 0.74
H -3.52 -3.43 1.61
C -3.14 2.40 2.22
C -1.96 -2.78 0.30
O 5.97 -0.39 0.29
C -3.28 -3.01 0.64
C 2.16 -1.35 1.63
H -5.59 3.22 1.25
H -2.68 3.41 0.37
C 5.66 1.78 -0.12
H 0.30 -2.99 -1.42
C 3.70 0.39 0.79
C 0.16 2.23 -2.99
H -3.88 2.47 3.01
H 1.60 -0.53 2.07
H -2.42 -1.51 -2.79
C 1.43 -2.03 0.46
H -5.29 0.70 1.74
C 7.12 0.12 -0.16
H 4.17 -1.57 1.04
H -0.12 -1.47 -2.25
H -2.16 2.59 2.65
C -4.81 3.13 0.49
H -3.02 0.25 2.48
H -5.33 -2.89 0.01
H 1.02 0.57 0.49
*
```

The energy relative to the best compared isomer or geometry (same formula, charge and spin) comes out at 94.98 kJ/mol. The total energy is -1548.6695 Eh. The strongest force on any atom comes out at 0.025 hartree/bohr. As for the SMILES: O=C(NCC(=O)N(Cc1ccccc1)[C@H](C(=O)NC1CCCCC1)c1ccco1)c1ccco1.

Need the natural (NBO) charges? In units of e they are:
1. C -0.40
2. C -0.24
3. C -0.06
4. H 0.24
5. H 0.21
6. H 0.21
7. H 0.23
8. C 0.15
9. O -0.65
10. C -0.25
11. O -0.44
12. O -0.64
13. C -0.22
14. C 0.09
15. H 0.25
16. H 0.18
17. C -0.06
18. H 0.23
19. C -0.40
20. H 0.21
21. C -0.40
22. H 0.23
23. N -0.58
24. H 0.23
25. O -0.65
26. C -0.15
27. C -0.23
28. C 0.70
29. H 0.23
30. H 0.41
31. H 0.21
32. C 0.26
33. H 0.21
34. C -0.32
35. H 0.21
36. N -0.42
37. C -0.27
38. N -0.62
39. H 0.22
40. C -0.40
41. C -0.19
42. O -0.40
43. C -0.21
44. C -0.32
45. H 0.19
46. H 0.19
47. C -0.24
48. H 0.26
49. C 0.64
50. C -0.31
51. H 0.20
52. H 0.25
53. H 0.20
54. C 0.69
55. H 0.20
56. C 0.12
57. H 0.42
58. H 0.20
59. H 0.22
60. C -0.40
61. H 0.24
62. H 0.21
63. H 0.31

Number 1: gap between HOMO and LUMO 0.2509 hartree, LUMO 2.25 eV. Number 2: gap between HOMO and LUMO 0.2944 hartree, LUMO -0.77 eV. Number 3: gap between HOMO and LUMO 0.3539 hartree, LUMO 0.74 eV.